Entry 1:
Below is a cluster of 2 separate species, C3H13N2O in total, with properties calculated with ωB97M-V/def2-TZVPD.

Each atom is followed by the atoms it is bonded to, with distances in Å.
Atoms and positions in Å:
1 H 0.91946 0.19421 -2.96397  N11 1.049
2 C 1.49429 0.71462 -1.09149  H3 1.112, H6 1.113, N11 1.518, C16 1.409
3 H 1.34680 1.65853 -1.66121  C2 1.112
4 H -0.74569 0.47357 1.38078  C18 1.059
5 H -0.54482 -0.73562 -1.36481  N14 1.111
6 H 2.56223 0.55154 -0.82351  C2 1.113
7 H -2.51029 -0.31328 3.28033  O17 0.953
8 H -2.02516 -0.71487 -0.18226  N14 1.061
9 H 1.30249 0.05018 1.00129  C16 1.113
10 H -0.55789 -1.50089 0.24376  N14 1.042
11 N 1.10514 -0.35840 -2.09188  H1 1.049, C2 1.518, H12 1.019
12 H 1.91365 -0.96132 -2.23893  N11 1.019
13 H -1.73488 -1.65308 3.21562  O17 1.033
14 N -0.97633 -0.74699 -0.34153  H5 1.111, H8 1.061, H10 1.042, C18 1.527
15 H 1.29523 1.60416 0.59093  C16 1.066
16 C 0.90442 0.69802 0.18814  C2 1.409, H9 1.113, H15 1.066, C18 1.499
17 O -1.96999 -0.80797 2.67065  H7 0.953, H13 1.033
18 C -0.58083 0.56200 0.33848  H4 1.059, N14 1.527, C16 1.499, H19 1.069
19 H -1.19783 1.28558 -0.15039  C18 1.069

Output
**Charge**: +1
**Max |F|**: 0.092 hartree/bohr
**HOMO level**: -0.520 hartree
**Electronic energy**: -8342.570 eV

Let us look at the Löwdin charges, expressed in e, one per atom: 0.1088, -0.2635, 0.1414, 0.0824, 0.1532, 0.1391, 0.0413, 0.1781, 0.1468, 0.1646, -0.0118, 0.0905, 0.1170, 0.1417, 0.1286, -0.2495, -0.0854, -0.1539, 0.1307

---

Entry 2:
Below is a cluster of 3 separate species, C4H13NO3 in total, with properties calculated with ωB97M-V/def2-TZVPD.

Each atom is followed by the atoms it is bonded to, with distances in Å.
Atoms and positions in Å:
1 H 1.49214 1.19266 0.96986  C15 1.090
2 H -1.65336 -2.35495 -0.18884  C7 1.090
3 H -1.85715 -1.32538 2.51700  N4 1.006
4 N -1.49931 -1.30431 1.57748  H3 1.006, C5 1.358, C7 1.463
5 C -0.51476 -0.43577 1.22996  N4 1.358, O11 1.215, C18 1.534
6 H 0.50265 1.02614 -1.15821  O12 0.982
7 C -2.33192 -1.95172 0.56333  H2 1.090, N4 1.463, H17 1.088, H21 1.086
8 H 2.33787 0.49313 2.26946  C15 1.089
9 H -0.03359 2.15201 -1.98622  O12 0.964
10 H 2.42182 0.22189 -4.24819  O13 0.960
11 O -0.17184 -0.30542 0.07121  C5 1.215
12 O 0.80660 1.81717 -1.65381  H6 0.982, H9 0.964
13 O 1.73913 0.32220 -4.91532  H10 0.960, H20 0.961
14 H 1.49362 1.99792 2.53639  C15 1.094
15 C 1.41493 1.02435 2.04388  H1 1.090, H8 1.089, H14 1.094, C18 1.516
16 H -0.62013 0.94838 2.83814  C18 1.092
17 H -3.10317 -1.28706 0.18082  C7 1.088
18 C 0.13975 0.29146 2.41098  C5 1.534, C15 1.516, H16 1.092, H19 1.083
19 H 0.33745 -0.46335 3.16273  C18 1.083
20 H 1.51678 -0.55649 -5.23460  O13 0.961
21 H -2.73121 -2.85408 1.01738  C7 1.086

Output
**Charge**: 0
**Max |F|**: 0.026 hartree/bohr
**SMILES string**: CCC(=O)NC.O.O
**HOMO level**: -0.371 hartree
**Electronic energy**: -11991.872 eV

Let us look at the Löwdin charges, expressed in e, one per atom: 0.0581, 0.0853, 0.1302, -0.0015, -0.4832, -0.0061, -0.0641, 0.0743, 0.0303, 0.0296, 0.0434, -0.0830, -0.0611, 0.0760, -0.0882, 0.1157, 0.0873, -0.1558, 0.1068, 0.0271, 0.0788